Record 1
Entry from the Open Molecules 2025 dataset: a structure of composition C42H53BBr2CsN11O8P2Se (wB97M-V/def2-TZVPD).

Output
HOMO = -1.31 eV
Orbital gap = 2.807 eV
Net charge = -2

Element x y z (Å)
Cs (1.62, 0.53, -2.62)
C (-1.53, -4.56, 3.02)
C (-0.51, -3.43, 3.13)
C (0.91, -3.63, 2.52)
P (-1.26, -1.80, 2.71)
C (-2.20, -1.56, 4.29)
C (-3.43, -2.49, 4.40)
C (-1.35, -1.59, 5.57)
C (-2.32, -2.02, 1.25)
C (-2.11, -3.02, 0.31)
C (-3.00, -3.16, -0.80)
C (-3.78, -2.10, -1.16)
C (-3.99, -1.04, -0.31)
C (-3.26, -0.95, 0.93)
N (-3.23, 0.12, 1.69)
C (-4.37, 0.89, 1.84)
C (-5.68, 0.36, 2.05)
C (-6.72, 1.17, 2.39)
C (-6.48, 2.57, 2.54)
C (-5.21, 3.13, 2.40)
C (-4.10, 2.30, 1.92)
P (-2.48, 2.88, 1.36)
C (-1.48, 2.83, 2.98)
C (-2.34, 3.19, 4.19)
C (-0.15, 3.63, 2.85)
C (-2.68, 4.72, 1.00)
C (-2.97, 5.66, 2.16)
C (-3.58, 4.88, -0.24)
H (-1.22, -5.31, 2.24)
H (-2.59, -4.16, 2.67)
H (-1.67, -5.14, 3.92)
H (-0.35, -3.37, 4.25)
H (0.93, -3.31, 1.45)
H (1.36, -4.62, 2.59)
H (1.61, -3.00, 3.07)
H (-2.60, -0.57, 4.20)
H (-3.28, -3.51, 4.74)
H (-3.98, -2.60, 3.46)
H (-4.20, -1.95, 5.00)
H (-1.53, -2.54, 6.11)
H (-0.25, -1.51, 5.40)
H (-1.62, -0.74, 6.22)
H (-1.40, -3.85, 0.54)
H (-2.88, -4.07, -1.44)
H (-4.29, -2.09, -2.11)
H (-4.65, -0.20, -0.58)
H (-5.77, -0.71, 2.01)
H (-7.64, 0.83, 2.78)
H (-7.27, 3.28, 2.73)
H (-4.98, 4.17, 2.63)
H (-1.19, 1.78, 2.90)
H (-1.71, 3.75, 4.91)
H (-2.78, 2.32, 4.68)
H (-3.15, 3.82, 3.90)
H (-0.31, 4.68, 3.06)
H (0.27, 3.55, 1.85)
H (0.65, 3.25, 3.50)
H (-1.63, 4.83, 0.63)
H (-4.07, 5.59, 2.35)
H (-2.75, 6.70, 1.91)
H (-2.40, 5.53, 3.05)
H (-4.64, 5.02, 0.03)
H (-3.41, 4.13, -1.01)
H (-3.33, 5.81, -0.78)
Br (-1.08, 3.22, -2.64)
C (-1.03, 2.33, -4.41)
Br (-1.39, 0.36, -4.37)
H (-0.06, 2.52, -4.86)
H (-1.82, 2.78, -5.00)
B (4.83, 1.73, -0.10)
N (3.82, 1.17, 0.97)
C (4.09, 0.90, 2.27)
C (2.95, 0.37, 2.90)
C (1.99, 0.36, 1.86)
N (2.52, 0.91, 0.71)
N (4.27, 3.01, -0.70)
C (4.62, 4.28, -0.40)
C (3.63, 5.15, -0.92)
C (2.75, 4.26, -1.60)
N (3.15, 3.00, -1.48)
H (5.96, 1.88, 0.31)
H (4.83, 0.83, -0.97)
H (5.11, 1.09, 2.58)
H (2.82, -0.02, 3.89)
H (0.96, 0.07, 1.92)
H (5.47, 4.53, 0.22)
H (3.57, 6.23, -0.71)
H (1.86, 4.53, -2.19)
O (3.32, -2.14, -0.12)
H (3.63, -1.23, 0.06)
H (2.61, -2.15, -0.83)
Se (2.01, 1.83, -8.29)
N (3.66, 1.13, -8.38)
C (4.16, 1.22, -7.14)
C (5.52, 1.15, -6.81)
C (5.95, 1.51, -5.56)
C (5.00, 1.76, -4.52)
N (3.68, 1.80, -4.75)
C (3.29, 1.71, -6.06)
N (2.04, 2.00, -6.47)
H (6.15, 0.85, -7.61)
H (7.02, 1.56, -5.43)
H (5.35, 1.92, -3.52)
O (2.84, -8.57, -2.95)
N (3.51, -7.52, -3.21)
O (4.70, -7.52, -3.42)
C (2.79, -6.27, -3.18)
C (1.41, -6.30, -2.95)
C (0.82, -5.08, -2.86)
C (1.62, -3.88, -2.65)
O (1.34, -3.05, -1.76)
C (2.86, -3.88, -3.43)
C (3.53, -5.13, -3.54)
N (3.55, -2.77, -3.88)
O (4.77, -2.82, -4.03)
O (2.85, -1.74, -4.11)
N (-0.58, -4.99, -2.85)
O (-1.07, -3.90, -3.31)
O (-1.21, -6.01, -2.54)
H (0.83, -7.20, -2.72)
H (4.59, -5.15, -3.72)

Record 2
Entry from the Open Molecules 2025 dataset: a structure of composition C42H53MoN3OSi2Te (wB97M-V/def2-TZVPD).

Output
HOMO (spin up / spin down) = -15.76 / -15.78 eV
Multiplicity = 2
Expectation value of S² = 0.76
Orbital gap (spin up / spin down) = 6.283 / 5.902 eV
Net charge = +3

Element x y z (Å)
Mo (-0.43, -0.02, 0.16)
C (-1.83, -2.76, -2.14)
C (-1.06, -2.40, -0.90)
C (-1.67, -2.26, 0.33)
C (-0.93, -1.88, 1.48)
C (0.48, -1.73, 1.39)
C (1.12, -1.99, 0.16)
C (0.36, -2.25, -0.97)
H (-1.78, -3.84, -2.29)
H (-1.41, -2.28, -3.02)
H (-2.88, -2.48, -2.05)
H (-2.74, -2.37, 0.41)
H (-1.42, -1.80, 2.44)
H (1.05, -1.50, 2.28)
H (2.20, -1.94, 0.10)
H (0.86, -2.43, -1.91)
C (-4.37, -0.86, 2.07)
Si (-3.27, 0.64, 2.11)
C (-4.20, 2.21, 2.46)
C (-1.92, 0.54, 3.41)
N (-2.42, 0.69, 0.44)
C (-2.80, 1.48, -0.52)
C (-4.09, 2.14, -0.60)
C (-4.38, 2.95, -1.62)
C (-3.40, 3.23, -2.67)
C (-2.22, 2.61, -2.71)
C (-1.87, 1.62, -1.70)
N (-0.86, 0.82, -1.79)
Si (0.38, 1.04, -3.16)
C (1.64, -0.32, -3.16)
C (-0.48, 0.94, -4.81)
C (1.22, 2.64, -2.72)
H (-5.22, -0.70, 2.73)
H (-3.88, -1.77, 2.41)
H (-4.78, -1.05, 1.07)
H (-4.25, 2.29, 3.55)
H (-5.23, 2.22, 2.10)
H (-3.69, 3.10, 2.10)
H (-2.00, -0.37, 4.00)
H (-2.06, 1.37, 4.11)
H (-0.90, 0.62, 3.04)
H (-4.82, 1.93, 0.16)
H (-5.35, 3.41, -1.69)
H (-3.67, 3.95, -3.43)
H (-1.52, 2.83, -3.50)
H (1.23, -1.28, -3.47)
H (2.20, -0.44, -2.23)
H (2.36, -0.03, -3.93)
H (-1.31, 0.22, -4.78)
H (0.24, 0.56, -5.54)
H (-0.87, 1.88, -5.20)
H (1.73, 2.55, -1.76)
H (0.55, 3.50, -2.65)
H (1.98, 2.87, -3.47)
C (4.97, 5.93, -4.11)
C (4.88, 4.99, -2.95)
C (4.58, 5.47, -1.67)
C (4.48, 4.62, -0.58)
C (4.21, 5.19, 0.79)
C (4.69, 3.25, -0.79)
Te (4.55, 2.00, 0.88)
N (0.18, 1.45, 0.76)
C (0.02, 2.85, 1.04)
O (-0.76, 3.45, 0.35)
C (0.80, 3.40, 2.15)
C (0.74, 4.78, 2.38)
C (1.44, 5.33, 3.43)
C (2.21, 4.52, 4.26)
C (2.27, 3.14, 4.04)
C (1.57, 2.58, 2.99)
C (6.53, 1.87, 1.40)
C (7.51, 2.31, 0.49)
C (8.84, 2.19, 0.82)
C (9.19, 1.65, 2.06)
C (8.22, 1.24, 2.96)
C (6.87, 1.33, 2.66)
C (5.83, 0.90, 3.66)
C (4.99, 2.73, -2.06)
C (5.23, 1.27, -2.33)
C (5.08, 3.63, -3.12)
H (5.30, 6.92, -3.80)
H (3.99, 6.05, -4.58)
H (5.66, 5.56, -4.87)
H (4.44, 6.53, -1.53)
H (3.94, 6.24, 0.73)
H (5.10, 5.12, 1.43)
H (3.39, 4.67, 1.30)
H (0.13, 5.39, 1.73)
H (1.39, 6.40, 3.62)
H (2.75, 4.95, 5.09)
H (2.84, 2.52, 4.71)
H (1.60, 1.51, 2.82)
H (7.22, 2.75, -0.46)
H (9.60, 2.52, 0.13)
H (10.24, 1.56, 2.32)
H (8.52, 0.83, 3.92)
H (6.29, 0.32, 4.46)
H (5.06, 0.28, 3.21)
H (5.35, 1.77, 4.11)
H (5.30, 0.66, -1.42)
H (6.15, 1.12, -2.88)
H (4.42, 0.85, -2.94)
H (5.33, 3.24, -4.10)

The calculation returns the following calculated total energy values, one per record and in order: -302409.6812; -75814.7328 eV.
The calculation returns the following energy above the lowest of the compared OMol25 structures with the same formula, charge and spin values, one per record and in order: 0.000; 0.000 eV.